# C30H34CoN6S2

A structure of composition C30H34CoN6S2 (ωB97M-V/def2-TZVPD, the Open Molecules 2025 dataset).

Properties
Energy relative to the best compared isomer or geometry (same formula, charge and spin) = 63.1 kcal/mol
2S+1 = 5
<S²> = 6.080
Net charge = +1
Orbital gap (alpha / beta) = 6.689 / 4.677 eV
HOMO level (alpha / beta) = -9.3 / -9.3 eV

Atoms and positions in Å:
Co1 -0.064 0.489 0.644
C1 1.675 -1.299 -2.616
C2 2.909 -0.348 -2.775
C3 2.972 1.103 -2.165
N1 2.470 1.303 -0.813
C4 3.057 1.886 0.163
C5 4.369 2.513 0.058
C6 5.303 2.769 0.998
C7 5.240 2.567 2.408
C8 4.118 2.311 3.115
C9 2.769 2.185 2.668
C10 2.222 2.057 1.421
N2 0.841 2.066 1.229
C11 -0.006 2.833 2.143
C12 -1.074 2.008 2.885
C13 -2.321 1.602 2.088
N3 -2.040 0.622 1.018
C14 -2.985 -0.111 0.533
C15 -4.371 0.038 0.934
C16 -5.346 -0.926 0.995
C17 -5.220 -2.311 0.840
C18 -4.089 -3.039 0.392
C19 -2.988 -2.545 -0.227
C20 -2.693 -1.140 -0.548
N4 -2.210 -0.740 -1.654
C21 -2.072 -1.627 -2.817
C22 -0.682 -2.147 -3.293
H1 1.966 -0.676 -0.658
H2 2.070 -2.319 -2.649
H3 3.138 -0.225 -3.837
H4 3.747 -0.904 -2.346
H5 2.373 1.751 -2.809
H6 4.011 1.413 -2.314
H7 4.650 2.760 -0.958
H8 6.239 3.174 0.626
H9 6.162 2.691 2.961
H10 4.243 2.243 4.191
H11 2.046 2.153 3.475
H12 -0.541 3.595 1.558
H13 0.588 3.383 2.873
H14 -1.444 2.605 3.722
H15 -0.609 1.116 3.325
H16 -2.767 2.496 1.638
H17 -3.055 1.185 2.781
H18 -4.667 1.034 1.237
H19 -6.324 -0.575 1.303
H20 -6.087 -2.901 1.109
H21 -4.152 -4.117 0.481
H22 -2.258 -3.257 -0.597
H23 -2.507 -1.056 -3.638
H24 -2.675 -2.534 -2.713
H25 -0.944 -2.690 -4.204
H26 -0.332 -2.907 -2.595
C23 -0.803 -2.283 3.054
C24 -0.247 -2.538 1.693
N5 0.088 -1.597 0.852
C25 0.562 -2.097 -0.352
C26 0.616 -3.445 -0.397
S1 0.038 -4.107 1.080
C27 1.114 -1.024 -1.256
C28 0.533 -1.234 -3.654
S2 0.040 0.475 -3.918
C29 -0.135 0.860 -2.234
N6 0.238 0.136 -1.258
C30 -0.814 2.163 -1.954
H27 -1.075 -1.233 3.141
H28 -0.064 -2.516 3.822
H29 -1.686 -2.894 3.237
H30 0.977 -4.087 -1.185
H31 0.931 -1.559 -4.615
H32 -0.779 2.823 -2.821
H33 -0.327 2.644 -1.104
H34 -1.861 1.960 -1.719